*1*
The following is a DFT calculation (ωB97M-V/def2-TZVPD) of a molecular structure, C45H42BBaN10O2S4Se2.

The LUMO energy is 1.84 eV. The value obtained for the HOMO energy is -0.1084 Ha. The orbital gap comes out at 4.8 eV.

```
! wB97M-V def2-TZVPD RIJCOSX def2/J DEFGRID3
* xyz -1 1
Ba -0.197 0.192 -0.509
C 4.074 -3.761 1.474
C 2.893 -3.384 0.641
C 2.320 -4.129 -0.362
C 1.267 -3.340 -0.858
N 1.204 -2.200 -0.178
N 2.206 -2.219 0.738
B 2.525 -1.110 1.781
N 2.959 0.259 1.209
N 2.211 1.036 0.386
C 2.955 2.074 0.026
C 4.212 1.989 0.657
C 4.180 0.827 1.388
C 5.280 0.252 2.219
C 2.533 3.063 -0.987
C 3.532 3.759 -1.671
C 3.229 4.621 -2.712
C 1.911 4.805 -3.105
C 0.907 4.131 -2.429
C 1.211 3.279 -1.377
N 1.392 -0.987 2.841
N 0.111 -0.642 2.548
C -0.569 -0.736 3.690
C 0.281 -1.134 4.736
C 1.518 -1.286 4.155
C 2.796 -1.685 4.818
C -1.999 -0.413 3.833
C -2.658 0.434 2.949
C -3.983 0.783 3.168
C -4.672 0.281 4.261
C -4.032 -0.591 5.132
C -2.707 -0.933 4.919
C 0.362 -3.680 -1.979
C -0.607 -2.815 -2.485
C -1.369 -3.151 -3.592
C -1.206 -4.383 -4.205
C -0.269 -5.273 -3.698
C 0.508 -4.918 -2.607
H 4.450 -4.724 1.131
H 3.818 -3.852 2.530
H 4.879 -3.031 1.390
H 2.653 -5.096 -0.699
H 3.474 -1.509 2.381
H 5.039 2.674 0.586
H 6.138 0.921 2.175
H 5.593 -0.727 1.854
H 4.991 0.137 3.264
H 4.569 3.584 -1.414
H 4.030 5.124 -3.240
H 1.670 5.443 -3.945
H -0.127 4.236 -2.735
H 0.363 2.822 -0.890
H 0.034 -1.277 5.774
H 2.605 -1.861 5.876
H 3.557 -0.910 4.729
H 3.210 -2.597 4.387
H -2.140 0.805 2.077
H -4.479 1.442 2.468
H -5.707 0.553 4.424
H -4.568 -1.008 5.975
H -2.214 -1.620 5.594
H -0.840 -1.873 -2.017
H -2.076 -2.425 -3.975
H -1.796 -4.644 -5.074
H -0.128 -6.240 -4.163
H 1.250 -5.616 -2.243
O 0.499 3.656 -7.166
C 0.334 2.978 -6.174
S -1.195 2.852 -5.307
C -0.691 1.693 -4.071
C 0.582 1.250 -4.152
S 1.429 0.142 -3.108
S 1.541 1.903 -5.488
S -1.906 1.293 -2.879
Se -3.907 -1.820 -1.562
Se -5.243 -0.718 -0.012
C -4.691 1.102 -0.358
C -5.642 1.948 -0.915
C -5.299 3.274 -1.128
C -4.019 3.683 -0.807
C -3.138 2.751 -0.279
N -3.467 1.483 -0.019
C -2.919 -2.957 -0.361
C -3.084 -4.329 -0.501
C -2.308 -5.168 0.281
C -1.434 -4.604 1.192
C -1.351 -3.222 1.263
N -2.061 -2.401 0.487
H -6.612 1.560 -1.189
H -6.011 3.961 -1.567
H -3.681 4.692 -0.997
H -2.116 3.024 -0.051
H -3.794 -4.715 -1.219
H -2.391 -6.243 0.180
H -0.805 -5.213 1.826
H -0.662 -2.745 1.946
C 0.299 2.572 4.787
N 0.402 2.349 3.365
C -0.492 2.763 2.442
N -1.458 3.636 2.871
O -0.412 2.403 1.268
H 1.122 2.058 5.276
H -0.631 2.161 5.199
H 0.362 3.636 5.029
H 1.051 1.661 3.015
H -1.720 3.625 3.842
H -2.217 3.758 2.220
*
```


*2*
The following is a DFT calculation (ωB97M-V/def2-TZVPD) of a molecular structure, C45H42BBaN10O2S4Se2.

The LUMO energy is 1.97 eV. The value obtained for the HOMO energy is -0.1506 Ha. The orbital gap comes out at 6.1 eV.

```
! wB97M-V def2-TZVPD RIJCOSX def2/J DEFGRID3
* xyz -1 1
Ba 1.222 0.445 0.127
C -3.118 -4.291 1.137
C -1.718 -3.827 1.357
C -0.859 -4.316 2.315
C 0.321 -3.572 2.160
N 0.168 -2.649 1.225
N -1.079 -2.839 0.681
B -1.395 -1.769 -0.429
N -2.461 -0.697 0.021
N -1.849 0.444 0.492
C -2.817 1.334 0.705
C -4.062 0.786 0.380
C -3.794 -0.498 -0.039
C -4.784 -1.515 -0.492
C -2.505 2.714 1.136
C -1.353 3.002 1.859
C -1.062 4.304 2.233
C -1.920 5.339 1.887
C -3.072 5.059 1.170
C -3.364 3.754 0.799
N -1.401 -2.165 -1.940
N -0.383 -1.515 -2.602
C -0.499 -1.821 -3.880
C -1.579 -2.690 -4.085
C -2.125 -2.885 -2.840
C -3.302 -3.764 -2.576
C 0.430 -1.275 -4.896
C 0.258 -1.572 -6.245
C 1.121 -1.047 -7.197
C 2.165 -0.219 -6.812
C 2.342 0.083 -5.467
C 1.480 -0.446 -4.520
C 1.584 -3.705 2.919
C 2.772 -3.184 2.419
C 3.966 -3.348 3.102
C 3.986 -4.030 4.313
C 2.805 -4.550 4.826
C 1.613 -4.397 4.128
H -3.352 -5.035 1.898
H -3.256 -4.777 0.176
H -3.848 -3.486 1.231
H -1.060 -5.137 2.984
H -0.417 -1.153 -0.388
H -5.032 1.250 0.446
H -5.606 -1.575 0.223
H -4.356 -2.505 -0.582
H -5.204 -1.249 -1.464
H -0.710 2.200 2.189
H -0.158 4.505 2.792
H -1.681 6.359 2.159
H -3.740 5.861 0.879
H -4.251 3.545 0.213
H -1.922 -3.136 -5.004
H -3.276 -4.593 -3.284
H -4.247 -3.241 -2.717
H -3.307 -4.189 -1.581
H -0.556 -2.214 -6.556
H 0.974 -1.286 -8.244
H 2.839 0.190 -7.554
H 3.147 0.730 -5.143
H 1.627 -0.219 -3.475
H 2.772 -2.688 1.458
H 4.870 -2.938 2.671
H 4.917 -4.159 4.851
H 2.809 -5.088 5.766
H 0.700 -4.819 4.529
O 8.515 2.029 -1.091
C 7.367 1.682 -0.963
S 6.056 2.137 -2.056
C 4.779 1.288 -1.207
C 5.097 0.593 -0.097
S 4.067 -0.363 0.956
S 6.790 0.646 0.351
S 3.168 1.341 -1.902
Se 1.911 3.428 -1.664
Se -0.139 5.127 -1.494
C -1.299 3.805 -2.275
C -2.306 4.258 -3.140
C -3.151 3.353 -3.744
C -2.967 1.999 -3.500
C -1.955 1.641 -2.630
N -1.149 2.505 -2.007
C 2.288 3.720 0.234
C 2.513 5.012 0.702
C 2.771 5.188 2.045
C 2.813 4.083 2.888
C 2.592 2.838 2.339
N 2.322 2.665 1.035
H -2.394 5.319 -3.332
H -3.929 3.696 -4.417
H -3.578 1.240 -3.970
H -1.772 0.594 -2.426
H 2.489 5.846 0.016
H 2.948 6.184 2.434
H 3.019 4.178 3.945
H 2.614 1.940 2.939
C 1.956 -0.684 5.104
N 0.600 -0.982 4.687
C 0.036 -0.327 3.640
N -1.212 -0.727 3.273
O 0.604 0.624 3.085
H 2.045 -0.815 6.183
H 2.170 0.352 4.859
H 2.689 -1.319 4.604
H 0.230 -1.890 4.913
H -1.485 -1.681 3.452
H -1.523 -0.350 2.384
*
```


Energies relative to the minimum, eV: *1* 0.000; *2* 0.955